Arrangement i

Computed, not measured: a 2-piece molecular cluster, C4H12 overall, with ωB97M-V/def2-TZVPD.

Summary:
E_HOMO = -11.28 eV
Gap between HOMO and LUMO = 12.40 eV
Structure (SMILES) = CC.CC

```
16
C4H12 (ωB97M-V/def2-TZVPD)
C -1.9712 -0.1402 1.0882
C -2.3169 -1.4628 0.4455
H -2.8586 0.3910 1.4670
H -1.1633 -0.3096 1.7877
H -1.8193 0.6431 0.3254
H -3.3019 -1.6157 0.0214
H -2.2504 -2.3012 1.1464
H -1.6224 -1.6266 -0.3957
C 2.3265 1.1051 -1.4127
C 1.9088 0.4818 -0.0600
H 1.6529 0.7280 -2.1862
H 2.4999 2.1724 -1.4259
H 3.2939 0.6694 -1.6855
H 1.9321 -0.5912 -0.0808
H 1.0332 1.0216 0.2907
H 2.6567 0.8347 0.6747
```


Arrangement ii

Computed, not measured: a 2-piece molecular cluster, C4H12 overall, with ωB97M-V/def2-TZVPD.

Summary:
E_HOMO = -11.31 eV
Gap between HOMO and LUMO = 12.43 eV
Structure (SMILES) = CC.CC

```
16
C4H12 (ωB97M-V/def2-TZVPD)
C 0.7268 -1.3737 2.2392
C 1.3153 -1.6779 0.8486
H 0.6004 -2.1700 2.9437
H 1.2195 -0.5343 2.7960
H -0.2527 -1.0321 2.0645
H 0.5803 -1.9271 0.1538
H 2.0974 -2.5270 0.8301
H 1.9205 -1.0069 0.2674
C -0.5710 1.3230 -1.0193
C -1.5197 1.7331 -2.0496
H 0.1849 0.6437 -1.2964
H 0.1360 2.2133 -0.5573
H -1.1316 0.7715 -0.1913
H -1.8482 0.8171 -2.7810
H -1.0144 2.5414 -2.6208
H -2.4435 2.2059 -1.6275
```


We find arrangement i to be the most stable, with the next structure 15.2 kcal/mol higher.